# 1
Formula: C3H6NO
Source: the OMol25 dataset
Level of theory: ωB97M-V/def2-TZVPD

Computed properties:
charge: +1
E: -247.5125 hartree
energy above the lowest of the compared OMol25 structures with the same formula, charge and spin: 271.86 kJ/mol
Kohn-Sham gap: 12.0034 eV

XYZ file:
```
11
Properties=species:S:1:pos:R:3:mulliken_charge:R:1
C -0.536 0.202 -1.102 -0.502
C 0.772 -0.735 0.757 -0.199
C -0.885 0.293 0.290 0.221
N 0.514 0.409 -0.116 -0.139
O -0.632 -0.741 1.148 -0.353
H -0.740 -0.603 -1.692 0.306
H -0.709 1.053 -1.645 0.328
H 0.993 -1.646 0.378 0.264
H 1.389 -0.563 1.593 0.296
H -1.472 1.119 0.707 0.345
H 1.304 1.213 -0.317 0.433
```

=====

# 2
Formula: C4H11NS
Source: the OMol25 dataset
Level of theory: ωB97M-V/def2-TZVPD

Computed properties:
E: -611.9178 hartree
energy above the lowest of the compared OMol25 structures with the same formula, charge and spin: 63.73 kJ/mol
Kohn-Sham gap: 9.4405 eV

XYZ file:
```
17
Properties=species:S:1:pos:R:3:mulliken_charge:R:1
C 1.458 -1.299 2.097 -1.259
C 1.068 -0.560 0.779 -0.273
S -0.706 -0.417 0.690 -0.155
C -1.030 -0.169 -1.072 -0.582
N -0.104 0.690 -1.756 -0.377
C -0.123 2.076 -1.307 -0.871
H 2.498 -1.581 2.013 0.350
H 0.876 -2.220 2.118 0.349
H 1.192 -0.727 2.979 0.350
H 1.474 -1.246 0.038 0.302
H 1.445 0.456 0.761 0.258
H -2.062 0.225 -1.113 0.343
H -1.046 -1.161 -1.524 0.395
H -0.328 0.677 -2.745 0.275
H 0.311 2.217 -0.323 0.234
H -1.168 2.436 -1.229 0.313
H 0.323 2.707 -2.071 0.348
```

=====

# 3
Formula: C3H8N2S
Source: the OMol25 dataset
Level of theory: ωB97M-V/def2-TZVPD

Computed properties:
E: -626.6838 hartree
energy above the lowest of the compared OMol25 structures with the same formula, charge and spin: 366.28 kJ/mol
Kohn-Sham gap: 8.6641 eV

XYZ file:
```
14
Properties=species:S:1:pos:R:3:mulliken_charge:R:1
C -2.867 -0.610 -0.782 -0.689
N -1.386 -0.457 -1.132 -0.174
N -0.493 -1.360 -0.738 -0.632
C 0.353 -0.917 0.196 -0.266
C 0.399 0.485 0.821 -0.392
S 2.131 1.210 0.701 -0.246
H -2.935 -0.629 0.381 0.234
H -3.296 -1.528 -1.182 0.296
H -3.266 0.264 -1.313 0.270
H -1.477 -0.518 -2.217 0.260
H 0.987 -1.638 0.593 0.474
H -0.334 1.254 0.418 0.350
H 0.057 0.295 1.808 0.359
H 2.010 2.105 1.970 0.156
```

=====

# 4
Formula: C48H40AsIIrO4P2S4Sb
Source: the OMol25 dataset
Level of theory: ωB97M-V/def2-TZVPD

Computed properties:
E: -7307.6946 hartree
energy above the lowest of the compared OMol25 structures with the same formula, charge and spin: 94.17 kJ/mol
Kohn-Sham gap: 6.5579 eV

XYZ file:
```
102
Properties=species:S:1:pos:R:3:mulliken_charge:R:1
Ir 0.978 -0.350 -0.341 3.557
S -0.773 -4.671 0.120 -0.524
Sb 1.160 -3.657 0.490 0.632
S 0.546 -1.591 1.634 -0.517
S -1.264 -1.178 -0.919 -0.378
I 0.199 1.858 0.684 -0.147
C 1.311 3.232 -0.436 0.203
C 0.599 4.284 -0.935 -0.542
C 1.257 5.354 -1.572 -0.843
C 2.617 5.361 -1.617 -1.023
C 3.376 4.303 -1.057 1.023
C 4.783 4.417 -1.010 -0.863
C 5.536 3.448 -0.419 -1.307
C 4.909 2.287 0.058 0.225
C 3.547 2.095 -0.002 0.422
P 3.062 0.358 0.404 0.407
C 4.350 -0.556 -0.491 0.690
C 4.864 -1.779 -0.072 -0.561
C 5.490 -2.614 -0.987 -0.782
C 5.536 -2.266 -2.330 -0.553
C 4.985 -1.062 -2.752 -0.531
C 4.539 -0.153 -1.814 -0.512
C 3.403 0.275 2.191 0.845
C 3.558 1.442 2.938 -0.625
C 3.785 1.384 4.306 -0.867
C 3.862 0.156 4.945 -0.534
C 3.694 -1.011 4.215 -1.103
C 3.451 -0.954 2.852 -0.032
C 2.731 3.159 -0.501 -0.235
H -0.478 4.312 -0.826 0.681
H 0.679 6.167 -1.989 0.441
H 3.150 6.192 -2.060 0.424
H 5.244 5.303 -1.428 0.398
H 6.611 3.544 -0.348 0.429
H 5.534 1.490 0.441 0.606
H 4.780 -2.091 0.960 0.349
H 5.918 -3.551 -0.656 0.419
H 5.931 -2.966 -3.054 0.392
H 5.274 -0.689 -3.726 0.402
H 4.138 0.795 -2.152 0.101
H 3.505 2.409 2.458 0.401
H 3.902 2.301 4.868 0.427
H 4.047 0.109 6.010 0.379
H 3.734 -1.973 4.708 0.433
H 3.278 -1.870 2.311 0.135
C -3.526 -0.945 -2.893 -0.461
C -4.721 -0.199 -3.488 -0.926
As -5.366 -0.704 -5.321 0.217
C -5.197 1.077 -6.113 -0.235
C -4.091 1.902 -5.904 0.576
C -4.040 3.169 -6.464 -1.266
C -5.096 3.630 -7.241 -0.579
C -6.197 2.817 -7.460 -0.633
C -6.246 1.547 -6.895 -0.613
C -3.758 -1.537 -6.059 0.277
C -3.017 -0.982 -7.098 -0.121
C -1.890 -1.632 -7.583 -0.637
C -1.481 -2.835 -7.029 -0.560
C -2.230 -3.413 -6.013 -0.596
C -3.373 -2.778 -5.550 -0.266
P -2.268 0.090 -2.092 0.914
C -1.358 0.927 -3.398 2.228
C -0.825 2.194 -3.174 0.013
C -0.018 2.793 -4.124 -0.930
C 0.269 2.120 -5.304 -1.276
C -0.253 0.855 -5.530 -0.723
C -1.064 0.254 -4.580 -0.626
C -3.141 1.373 -1.145 0.896
C -3.646 2.525 -1.748 -0.148
C -4.354 3.452 -0.998 -1.054
C -4.567 3.233 0.356 -0.629
C -4.076 2.085 0.960 -0.722
C -3.365 1.157 0.213 -0.861
H -2.958 -1.513 -3.630 -0.068
H -3.828 -1.669 -2.134 0.755
H -4.544 0.873 -3.549 0.035
H -5.584 -0.327 -2.836 0.560
H -3.250 1.549 -5.318 0.974
H -3.170 3.793 -6.299 0.506
H -5.057 4.620 -7.677 0.385
H -7.020 3.169 -8.068 0.384
H -7.111 0.917 -7.066 0.379
H -3.307 -0.031 -7.528 0.455
H -1.321 -1.186 -8.390 0.454
H -0.585 -3.325 -7.386 0.409
H -1.923 -4.355 -5.577 0.394
H -3.958 -3.251 -4.768 0.380
H -1.035 2.707 -2.247 -0.081
H 0.398 3.775 -3.939 0.399
H 0.911 2.579 -6.046 0.438
H -0.014 0.315 -6.436 0.500
H -1.433 -0.744 -4.765 -0.382
H -3.476 2.712 -2.802 0.396
H -4.742 4.343 -1.474 0.461
H -5.122 3.957 0.940 0.425
H -4.242 1.910 2.015 0.455
H -2.970 0.260 0.678 0.528
O 0.338 -1.958 -3.454 -0.419
S 1.517 -1.385 -2.858 0.421
O 1.763 -2.026 -1.431 -0.678
O 1.311 0.065 -2.407 -1.072
O 2.699 -1.512 -3.658 -0.589
```

=====

# 5
Formula: C2H3BrClFIN
Source: the OMol25 dataset
Level of theory: ωB97M-V/def2-TZVPD

Computed properties:
E: -3564.4143 hartree
energy above the lowest of the compared OMol25 structures with the same formula, charge and spin: 229.27 kJ/mol
Kohn-Sham gap: 8.9343 eV

XYZ file:
```
10
Properties=species:S:1:pos:R:3:mulliken_charge:R:1
C -0.682 1.084 -0.388 -0.859
C 0.628 -0.799 0.641 0.003
N -0.543 -0.313 -0.025 0.053
F -0.964 -1.234 -0.941 -0.157
Cl 0.909 0.192 2.015 -0.084
Br 2.301 -0.555 -0.721 -0.174
I 0.593 -2.926 0.940 0.227
H -1.418 1.702 0.150 0.293
H 0.171 1.675 -0.246 0.348
H -0.996 1.174 -1.426 0.350
```